A cluster of 2 separate species, C4H9NO in total. Source: the Open Molecules 2025 dataset; level of theory: ωB97M-V/def2-TZVPD.

Last column: natural (NBO) charge in e.
CARTESIAN COORDINATES (ANGSTROEM)
C (2.33, -0.32, -0.11)  -0.444
C (1.48, 0.83, 1.85)  -0.069
N (1.27, -0.12, 0.97)  -0.413
H (1.89, -0.40, -1.03)  0.210
H (3.09, -0.95, 0.24)  0.206
H (2.98, 0.64, -0.20)  0.174
H (0.58, 1.23, 2.49)  0.188
H (2.54, 0.94, 2.33)  0.149
O (-1.93, 1.10, 0.34)  -0.519
C (-2.11, -0.01, -0.09)  0.452
C (-2.44, -0.43, -1.55)  -0.740
H (-1.86, -0.89, 0.54)  0.103
H (-3.56, -0.59, -1.68)  0.238
H (-1.96, -1.42, -1.85)  0.232
H (-2.29, 0.40, -2.24)  0.233

The molar mass is 87.12 g/mol. For the total energy, the calculation gives -7828.5170 eV. The value obtained for the relative energy (zero: lowest compared OMol25 entry of this formula, charge and spin) is 87.7 kcal/mol. For the LUMO energy, the calculation gives 0.89 eV. As for the SMILES: C=NC.CC=O. Its maximum force is 5.79 eV/A.